Entry 1:
13
Properties=species:S:1:pos:R:3:forces:R:3 method="wB97M-V/def2-TZVPD" gap_ev=8.2671 multiplicity=1 lumo_ha=0.150 total_charge=-1 e_above_lowest_ev=1.209
C 1.187301 -1.377955 -0.998501 -0.36 -1.16 -0.16
C 0.863560 0.149281 -1.199378 0.44 -0.79 -0.16
O 1.689996 0.932717 -0.682640 -0.19 0.07 0.06
O -0.182266 0.398735 -1.836547 0.12 0.09 -0.02
H 0.366908 -2.050054 -1.290828 -0.34 0.52 0.13
H 1.415672 -1.638465 0.038780 0.07 0.35 0.09
H 1.995432 -1.839906 -1.587513 0.30 0.89 -0.01
C -1.438970 1.024059 0.994870 -0.78 -0.76 0.39
O -1.058753 0.433358 2.259184 -1.12 0.10 -0.44
H -0.127901 0.540695 2.271428 1.45 -0.11 0.20
H -1.300177 0.358930 0.147849 0.55 -0.05 0.00
H -2.528358 1.125156 1.041748 0.15 0.65 0.14
H -0.882443 1.943449 0.841547 -0.29 0.19 -0.23



Entry 2:
82
Properties=species:S:1:pos:R:3:forces:R:3 method="wB97M-V/def2-TZVPD" gap_ev="5.0896 / 4.5969" multiplicity=5 s2=6.043 lumo_ha="-0.245 / -0.272" total_charge=+2 e_above_lowest_ev=4.076
Ru -0.787892 -0.208551 -4.282822 -0.65 -0.10 5.12
C -0.492835 -2.148760 0.376235 -0.91 1.70 1.89
C 0.884901 -2.196828 -0.015041 0.95 0.91 0.81
C 0.682201 -0.733456 1.750464 1.56 -0.19 -0.85
C -0.616489 -1.239098 1.456238 -0.48 -2.18 -2.18
C 1.608016 -1.334476 0.853654 -0.83 0.39 0.05
C -1.653312 -2.839114 -0.215888 -0.56 -0.60 -0.20
H -1.377481 -3.537507 -1.020017 -0.14 0.20 0.31
H -2.395248 -2.125322 -0.622734 0.21 -0.23 0.10
H -2.170293 -3.417406 0.564518 0.01 0.07 -0.28
C -1.901448 -0.835877 2.055020 -0.35 -0.13 0.42
H -2.487820 -1.688475 2.428947 0.15 0.19 -0.13
H -2.518524 -0.323515 1.306237 -0.20 -0.07 0.10
H -1.750534 -0.151357 2.888030 -0.04 -0.07 0.09
C 0.973726 0.351948 2.715745 0.11 0.33 0.17
H 0.737583 0.081696 3.756190 0.01 0.02 -0.26
H 0.369031 1.245702 2.474471 0.13 -0.27 0.19
H 2.026925 0.647657 2.681973 -0.12 -0.11 0.11
C 3.058638 -1.027882 0.778461 0.59 -0.10 0.30
H 3.640052 -1.494210 1.597927 -0.19 0.22 -0.41
H 3.211853 0.058191 0.855885 0.26 -0.18 0.02
H 3.495428 -1.370804 -0.168891 -0.03 0.09 0.23
C 1.500867 -2.964756 -1.118087 0.23 -0.64 -0.19
H 2.137793 -3.776796 -0.709843 -0.23 0.38 -0.23
H 2.148970 -2.335191 -1.748854 -0.10 -0.15 0.20
H 0.758923 -3.435050 -1.769371 0.16 -0.02 0.16
C -1.859013 0.851285 -5.591521 -1.58 0.17 -1.26
C -1.974540 -0.568040 -5.838199 -0.57 1.08 -1.02
C -1.131704 -1.309489 -6.857151 0.06 -0.39 -0.16
C 0.406261 -1.210341 -6.594014 0.44 -0.81 -0.89
C 0.865636 -0.559282 -5.319774 1.48 0.82 -0.85
C 0.805785 0.838678 -5.018489 2.22 0.25 -0.55
C 0.443762 1.894505 -6.020422 -0.35 0.56 -0.08
C -1.028301 1.765764 -6.472457 -0.07 0.57 -0.16
H -1.354701 -1.000850 -7.891917 -0.03 0.07 0.37
H 0.902212 -0.777291 -7.472836 -0.06 0.13 0.19
H -1.408989 -2.374152 -6.799823 0.02 0.42 -0.03
H -1.096361 1.451663 -7.521639 -0.02 -0.03 0.23
H -2.664358 1.372291 -5.047628 0.08 -0.49 -0.77
H -2.906363 -1.056247 -5.544369 0.19 0.02 0.11
H -1.499165 2.758707 -6.405063 0.17 -0.29 -0.27
H 0.595827 2.898693 -5.593557 -0.03 -0.34 0.05
H 1.525568 1.183827 -4.256352 -0.43 -0.29 -0.45
H 1.133576 1.859487 -6.872010 -0.12 -0.16 0.02
H 0.804404 -2.236129 -6.530896 -0.25 0.31 -0.21
H 1.673872 -1.087170 -4.805712 -0.35 -0.14 0.18
P -1.804438 1.449218 -2.521743 1.69 -1.68 -1.87
P 0.954966 2.247550 -1.001919 -1.66 -0.09 -0.29
C -1.166509 3.171226 -2.760349 -0.58 0.60 -0.15
C 0.290058 3.416376 -2.256523 0.47 0.16 -0.19
H -1.852176 3.896957 -2.305745 0.16 -0.12 0.01
H -1.203847 3.352927 -3.838241 0.11 0.09 0.08
H 1.008975 3.383197 -3.093693 -0.37 0.04 0.19
H 0.403167 4.414076 -1.795807 -0.21 -0.33 -0.31
C 1.865307 2.979457 0.329466 0.13 0.34 0.51
H 2.398127 2.201945 0.893474 -0.15 0.12 -0.28
H 1.235759 3.550036 1.015215 0.10 -0.05 -0.18
H 2.584878 3.646975 -0.153675 0.13 0.03 0.15
C 2.160550 1.204795 -1.839227 0.31 -0.85 -0.07
H 2.654942 1.795903 -2.625515 -0.34 0.03 0.22
H 1.742257 0.296964 -2.294330 -0.04 0.28 0.17
H 2.957029 0.890449 -1.154195 -0.39 0.03 0.11
C -3.595462 1.140482 -2.440007 -0.29 0.58 0.25
H -3.785025 0.057163 -2.383683 0.38 0.32 -0.05
H -4.024005 1.509528 -3.382125 -0.07 -0.04 0.32
H -4.091983 1.618453 -1.590323 -0.02 0.09 -0.13
C -1.083037 -1.979133 -3.336649 -0.38 -1.34 0.11
H -0.535216 -2.039649 -2.391209 -0.14 0.33 -0.18
H -0.741160 -2.797625 -4.005364 -0.03 0.48 0.14
H -2.152442 -2.115801 -3.173019 -0.06 0.02 0.23
Se -1.186299 1.501995 -0.272808 0.36 0.55 1.35
C -1.428784 3.115104 1.073227 0.16 -0.01 0.22
C -1.026255 4.423602 0.814521 0.44 0.01 0.20
C -0.645249 5.232896 1.904595 -0.45 -0.17 -0.26
C -0.800875 4.765188 3.211861 0.16 -0.22 0.01
C -1.382188 3.514748 3.447478 -0.38 0.11 -0.43
C -1.764104 2.710469 2.362948 0.42 0.03 0.20
H -0.984330 4.806077 -0.209033 0.29 -0.12 0.37
H -0.207717 6.216009 1.726213 -0.32 -0.19 0.01
H -0.476887 5.376972 4.057258 -0.09 -0.19 -0.33
H -1.532873 3.147740 4.462105 -0.09 0.20 -0.23
H -2.295594 1.773664 2.515102 0.43 0.08 0.10



Entry 3:
13
Properties=species:S:1:pos:R:3:forces:R:3 method="wB97M-V/def2-TZVPD" smiles="[H]/N=c1/o[nH]c2c1NC2" gap_ev=9.1696 multiplicity=1 lumo_ha=0.016 e_above_lowest_ev=8.234
H 0.126080 2.246702 1.759984 4.62 5.16 -1.77
N -0.400020 1.538273 1.942733 -6.41 -8.81 -1.37
C -0.467440 0.641065 0.940493 1.61 5.16 4.26
O -1.424797 -0.385041 0.944144 1.92 -0.51 0.47
N -0.846137 -1.598557 0.181061 2.41 2.22 0.67
C 0.215701 -0.810763 -0.436439 2.45 1.18 -2.71
C 0.609311 0.494080 -0.093330 -2.46 -5.00 -1.65
N 1.280423 0.828594 -1.420558 -0.32 -0.56 0.41
C 0.840435 -0.589513 -1.884210 1.56 0.38 3.07
H -0.305265 -2.284258 0.881012 -1.73 2.13 -1.19
H 2.339976 1.142590 -1.574010 -3.12 -1.27 1.28
H 1.709945 -1.200351 -2.066451 0.10 -0.37 -0.52
H 0.099746 -0.611728 -2.635415 -0.64 0.28 -0.95



Entry 4:
24
Properties=species:S:1:pos:R:3:forces:R:3 method="wB97M-V/def2-TZVPD" smiles=Cc1ccc(O)cc1.CC gap_ev=9.1740 multiplicity=1 lumo_ha=0.033 e_above_lowest_ev=0.661
C 0.751884 2.991525 1.281707 0.40 0.10 0.05
C -0.214400 2.023295 0.659329 0.72 0.73 -0.47
C -0.615595 0.868301 1.281795 -1.15 -0.25 0.26
C -1.378715 -0.122741 0.622657 1.31 1.24 -0.02
C -1.528801 0.065731 -0.744400 -0.80 0.02 0.36
O -2.080817 -0.852394 -1.585376 -0.53 0.62 -0.79
C -1.300066 1.326181 -1.334005 -0.58 -0.84 -0.28
C -0.612870 2.292353 -0.663254 0.32 -0.36 0.87
H 1.757341 2.792861 0.883810 -0.14 0.03 0.09
H 0.832163 2.907937 2.364357 -0.17 -0.02 0.05
H 0.525118 4.028193 1.018153 -0.09 -0.09 0.11
H -0.498235 0.784978 2.356035 0.34 -0.13 -0.01
H -1.753815 -0.921346 1.244053 -0.08 -0.44 -0.52
H -1.959995 -1.754400 -1.329666 0.21 -0.64 0.68
H -1.803373 1.474613 -2.284052 0.56 0.03 -0.21
H -0.308524 3.231531 -1.106793 -0.29 0.03 -0.14
C 0.833949 -3.006275 0.183137 0.18 0.18 0.67
C 1.639869 -2.210971 -0.831673 0.85 -1.13 -1.12
H 1.521323 -3.592794 0.801742 -0.13 0.18 0.13
H 0.263890 -2.349325 0.842706 0.00 -0.09 0.00
H 0.141580 -3.742844 -0.227009 0.04 0.18 -0.38
H 2.221274 -1.366377 -0.461606 -0.71 0.30 0.20
H 2.446562 -2.856306 -1.196641 0.03 -0.23 0.04
H 1.120262 -2.011736 -1.775004 -0.26 0.61 0.46